Entry 1:
The following is a DFT calculation (the ωB97M-V functional and the def2-TZVPD basis) of a structure of composition C13H6Cl3CoNO5.

Geometry as ORCA input:
```
! wB97M-V def2-TZVPD RIJCOSX def2/J DEFGRID3
* xyz 0 2
Co -0.973 -1.741 -1.435
O 0.613 1.973 0.493
C 0.398 0.681 0.036
O 1.229 -0.859 -1.189
C -0.836 0.157 0.722
C -1.415 0.770 1.818
C -2.500 0.155 2.430
C -2.988 -1.050 1.951
C -2.377 -1.593 0.839
N -1.336 -0.989 0.261
C -2.813 -2.874 0.153
O -3.687 -3.550 0.636
O -2.193 -3.097 -0.981
H 1.388 2.336 0.048
H -1.015 1.703 2.183
H -2.961 0.621 3.291
H -3.823 -1.569 2.398
Cl 4.975 1.712 -0.839
C 3.347 1.094 -0.890
C 2.950 0.275 0.082
C 1.582 -0.340 0.092
Cl 1.541 -1.601 1.343
C 0.414 0.372 -1.525
O -0.658 -0.009 -2.169
C 1.294 1.345 -2.297
Cl 0.541 2.131 -3.633
C 2.572 1.619 -2.025
H 3.632 0.017 0.878
H 3.098 2.309 -2.669
*
```

Summary:
Molecular weight: 421.49 g mol⁻¹
E_HOMO (spin up / spin down): -0.347 / -0.347 Eh
Relative energy (zero: lowest compared OMol25 entry of this formula, charge and spin): 1.8422 eV
<S²>: 1.193

---

Entry 2:
The following is a DFT calculation (the ωB97M-V functional and the def2-TZVPD basis) of a structure of composition C13H7AuClN2O12S2.

Geometry as ORCA input:
```
! wB97M-V def2-TZVPD RIJCOSX def2/J DEFGRID3
* xyz -1 1
Au -1.308 -1.528 1.989
O 4.557 -0.242 1.736
S 3.542 -0.762 0.848
O 3.757 -0.449 -0.557
O 3.005 -2.064 1.117
C 2.170 0.429 1.202
C 2.674 1.805 0.827
C 1.831 2.815 0.946
C 0.480 2.461 1.480
C 0.530 1.475 2.606
C 1.352 0.441 2.480
S 1.195 -0.890 3.690
O 0.353 -0.307 4.706
O 2.506 -1.309 4.063
O 0.479 -1.955 2.907
H 3.682 1.870 0.444
H 2.058 3.834 0.664
H -0.151 3.318 1.689
H -0.171 1.541 3.427
O -0.303 1.793 0.368
C 0.088 0.677 -0.134
O 1.144 0.044 0.139
C -0.775 0.083 -1.166
C -1.944 0.730 -1.536
C -2.762 0.116 -2.461
C -2.475 -1.119 -3.001
C -1.301 -1.727 -2.601
C -0.433 -1.159 -1.693
N -0.971 -3.049 -3.177
O 0.066 -3.565 -2.829
O -1.773 -3.532 -3.953
N -4.007 0.795 -2.867
O -4.736 0.211 -3.641
O -4.227 1.890 -2.393
H -2.230 1.676 -1.104
H -3.140 -1.595 -3.704
H 0.471 -1.671 -1.390
Cl -3.233 -1.078 0.877
*
```

Summary:
Molecular weight: 679.76 g mol⁻¹
E_HOMO: -0.246 Eh
Relative energy (zero: lowest compared OMol25 entry of this formula, charge and spin): 0.0118 eV

---

Entry 3:
The following is a DFT calculation (the ωB97M-V functional and the def2-TZVPD basis) of a cluster of 2 separate species, C13H7F4O4 in total.

Geometry as ORCA input:
```
! wB97M-V def2-TZVPD RIJCOSX def2/J DEFGRID3
* xyz -1 1
F -0.204 1.274 3.874
C -1.144 1.169 2.919
C -1.395 2.183 2.064
F -0.708 3.339 2.131
C -2.421 2.105 1.025
O -2.705 3.060 0.292
C -3.065 0.799 0.906
F -3.944 0.663 -0.105
C -2.808 -0.218 1.755
F -3.416 -1.412 1.622
C -1.898 -0.086 2.896
O -1.811 -0.938 3.783
C 0.947 0.844 -3.546
O 0.548 0.636 -2.182
C 1.203 -0.338 -1.478
C 2.219 -1.163 -2.026
C 2.809 -2.126 -1.197
C 2.433 -2.290 0.117
C 1.388 -1.469 0.742
O 1.008 -1.585 1.927
C 0.809 -0.486 -0.150
H 0.318 1.657 -3.906
H 2.006 1.128 -3.605
H 0.779 -0.061 -4.144
H 2.528 -1.043 -3.069
H 3.591 -2.758 -1.622
H 2.902 -3.044 0.742
H 0.032 0.161 0.236
*
```

Summary:
Molecular weight: 303.19 g mol⁻¹
E_HOMO: -0.111 Eh
Relative energy (zero: lowest compared OMol25 entry of this formula, charge and spin): 0.0000 eV